No. 1
This record from the Open Molecules 2025 dataset describes C22H24BrFeOS as an isolated structure in a non-equilibrium geometry. The level of theory is ωB97M-V/def2-TZVPD.

```
50
Properties=species:S:1:pos:R:3:mulliken_spin:R:1
C -4.53376 0.96725 3.42438 -0.68
S -4.22620 0.07370 1.86220 0.14
C -4.95150 1.29889 0.73658 -0.80
C -2.55930 0.35836 1.64856 0.36
C -1.67841 -0.49936 2.36589 0.26
C -0.19965 -0.21590 2.32863 -0.10
C 0.28508 1.09860 2.33331 0.05
C 1.66573 1.33677 2.38002 -0.06
C 2.55323 0.24893 2.44211 0.02
Br 4.41817 0.55202 2.49315 0.00
C 2.06725 -1.07143 2.45921 -0.01
C 0.69020 -1.29475 2.41431 0.05
O -2.11843 -1.47324 3.01625 0.00
H -5.60880 0.86681 3.60666 0.45
H -3.95043 0.48508 4.21348 0.08
H -4.24712 2.01698 3.29783 0.08
H -6.03615 1.18031 0.83921 0.89
H -4.63399 2.29942 1.04756 -0.18
H -4.63738 1.07035 -0.28801 0.29
H -2.23043 1.17590 1.01011 -0.09
H -0.43481 1.91830 2.31852 0.05
H 2.04939 2.35233 2.37155 -0.01
H 2.75251 -1.91152 2.51275 0.00
H 0.29063 -2.30770 2.44903 0.01
C -2.97127 -2.49705 -0.25423 0.08
C -2.83560 -1.10384 -0.68239 0.55
C -3.46748 -0.61828 -1.84640 -0.31
C -3.21101 0.70710 -2.44966 0.12
C -3.87729 0.76697 -3.71762 -0.14
C -4.52682 -0.51062 -3.95533 -0.15
C -4.26093 -1.37423 -2.83921 0.18
Fe -2.57864 -0.73007 -3.61966 2.39
C -1.30343 -2.24785 -3.56654 0.05
C -0.64716 -0.99410 -3.23036 0.10
C -0.85463 -0.07006 -4.33004 0.09
C -1.63816 -0.74816 -5.34869 -0.01
C -1.91486 -2.09543 -4.87689 0.13
H -2.59130 -2.62888 0.76474 -0.01
H -4.02528 -2.81750 -0.28449 0.03
H -2.38105 -3.15674 -0.91637 0.02
H -2.02335 -0.49868 -0.28541 0.08
H -2.68424 1.49400 -1.91410 -0.05
H -3.94863 1.64582 -4.35200 0.07
H -5.17228 -0.74385 -4.79822 -0.03
H -4.65146 -2.37318 -2.65903 0.05
H -1.25617 -3.16651 -2.98592 0.00
H -0.03061 -0.81355 -2.35246 -0.01
H -0.41832 0.92175 -4.41567 -0.01
H -1.88784 -0.35122 -6.32910 -0.02
H -2.41109 -2.88161 -5.44175 0.00
```

Summary:
Lowest unoccupied orbital energy (spin up / spin down) (eV): 2.3 / 2.1
Frontier orbital gap (spin up / spin down) (eV): 1.851 / 6.902
HOMO (spin up / spin down) (eV): 0.460 / -4.833
Spin multiplicity: 5
Net charge: -1


No. 2
This record from the Open Molecules 2025 dataset describes one molecule with the formula C6H8BN in a non-equilibrium geometry. The level of theory is ωB97M-V/def2-TZVPD.

```
16
Properties=species:S:1:pos:R:3:nbo_charge:R:1
C 2.60416 -0.44457 0.26831 -1.03
B 1.61017 0.65071 -0.00550 0.65
C 0.04789 0.29374 -0.22795 -0.30
C -0.89271 1.30537 0.06499 -0.23
C -2.25610 0.99301 0.23723 0.04
N -2.81049 -0.22455 0.13092 -0.40
C -1.99347 -1.12932 -0.39514 0.01
C -0.63121 -0.97643 -0.57669 -0.21
H 2.75572 -1.17677 -0.55158 0.27
H 2.05996 -0.98251 1.00540 0.25
H 3.60412 -0.14205 0.47417 0.24
H 1.93621 1.75858 -0.15195 -0.08
H -0.53802 2.14831 0.48797 0.21
H -3.01928 1.81955 0.49319 0.19
H -2.40441 -2.12911 -0.39283 0.19
H -0.07254 -1.76395 -0.86053 0.20
```

Summary:
Lowest unoccupied orbital energy (eV): -0.3
Frontier orbital gap (eV): 9.305
SMILES: CBc1ccncc1
HOMO (eV): -9.590


No. 3
This record from the Open Molecules 2025 dataset describes C4H6O3Pb as an isolated structure in a non-equilibrium geometry. The level of theory is ωB97M-V/def2-TZVPD.

```
14
Properties=species:S:1:pos:R:3:mulliken_spin:R:1
O -0.81456 -1.63550 -0.59549 0.00
C 0.50218 -1.33970 -0.80443 0.01
O 1.25760 -2.30989 -0.87352 0.00
C -1.71960 -0.46767 -0.65084 0.01
H -2.46393 -0.73282 -1.42349 0.00
C -2.44696 -0.37443 0.68006 0.00
H -2.86747 -1.34107 1.02060 0.00
H -1.79674 -0.00812 1.49243 0.00
H -3.28170 0.34047 0.59552 0.00
Pb -0.02747 0.96018 -1.26852 0.02
O 0.98446 0.91004 0.75860 0.22
C 2.11344 1.37870 0.96551 0.67
H 2.89769 1.27631 0.19068 0.03
H 2.47491 1.43532 2.00775 0.05
```

Summary:
Lowest unoccupied orbital energy (spin up / spin down) (eV): 3.3 / 3.2
Frontier orbital gap (spin up / spin down) (eV): 4.808 / 6.851
HOMO (spin up / spin down) (eV): -1.548 / -3.657
Spin multiplicity: 2
Net charge: -1


No. 4
This record from the Open Molecules 2025 dataset describes C22H40ClIN4Pt as an isolated structure in a non-equilibrium geometry. The level of theory is ωB97M-V/def2-TZVPD.

```
69
Properties=species:S:1:pos:R:3:mulliken_spin:R:1
Pt -1.01748 -0.85996 1.02201 2.18
Cl -0.84149 1.12101 -0.25441 0.15
C -2.36638 -3.84144 3.54412 -0.58
C -1.82244 -2.46101 1.86012 -0.37
N -2.23281 -2.53452 3.15802 0.66
H -2.12511 -5.67237 2.41095 -0.10
N -1.81874 -3.75619 1.43080 1.00
H -2.58986 -4.19896 4.55052 -0.21
C -2.25701 -1.40229 4.10645 -3.14
C -3.25830 -1.77797 5.19397 1.64
C -0.86837 -1.29087 4.75368 0.58
H -2.87316 -2.61534 5.78483 -0.22
H -3.40062 -0.92364 5.86644 -0.08
H -4.21977 -2.03734 4.72993 0.01
H -2.72816 0.68088 4.08258 -0.05
H -3.76701 -0.32132 3.03656 -0.15
H -0.07368 -0.94460 4.07190 0.16
C -2.72780 -0.15548 3.36678 0.49
H -0.57865 -2.28159 5.14211 -0.16
H -0.92336 -0.60815 5.61469 0.06
H -2.11511 0.16922 2.46429 0.27
C -2.12918 -4.60287 2.47215 1.15
C -0.05499 -5.07620 0.38192 0.47
H -0.25417 -6.00560 0.93907 -0.08
H 0.37822 -5.36047 -0.58639 -0.02
C -1.38106 -4.34121 0.13821 -2.10
H -0.96959 -3.75551 -1.86700 0.00
C -2.40210 -5.41072 -0.24709 0.75
H -3.40724 -4.98628 -0.29794 -0.10
H 0.67154 -4.45279 0.92516 0.07
H -0.66553 -2.41045 -0.73083 -0.06
H -2.38825 -6.24836 0.45604 -0.05
H -2.14788 -5.81817 -1.23436 0.04
C -1.34530 -3.27176 -0.94829 0.67
H -2.36063 -2.88962 -1.15862 -0.04
C 2.61142 4.54873 -2.40789 -0.10
N 2.18544 3.69468 -1.40009 0.29
H 2.94017 4.20992 -4.48371 0.29
N 2.20387 2.55331 -3.20522 0.96
H 2.90982 5.57512 -2.34185 0.23
C 1.80022 4.22531 -0.09506 -1.86
C 2.47680 5.58061 0.04999 0.77
C 0.30113 4.50808 -0.13463 0.33
H 2.08273 6.28032 -0.70856 -0.03
H 2.22188 5.99742 1.03414 0.01
H 3.57014 5.51021 -0.02929 -0.09
H 1.96967 3.73318 1.96065 0.00
H 3.31974 3.12124 0.98243 -0.02
H -0.27990 3.59923 -0.32408 0.14
C 2.22970 3.25939 1.00074 0.42
H 0.11266 5.24684 -0.93180 -0.06
H 0.00265 4.95236 0.82555 0.00
H 1.73317 2.27830 0.92901 0.02
C 2.62247 3.83444 -3.53166 -0.02
C 0.39384 1.73899 -4.60084 1.23
H 0.24153 2.74361 -5.02934 -0.20
H 0.12614 1.00719 -5.37543 -0.02
C 1.87657 1.58730 -4.25675 -4.70
H 1.91387 -0.51859 -4.58881 -0.01
C 2.63268 2.02153 -5.50926 2.34
H 3.71841 2.07376 -5.34195 -0.17
H -0.25308 1.61820 -3.72145 0.23
H 1.82439 -0.10105 -2.84237 0.16
H 2.24940 2.99921 -5.85622 -0.07
H 2.44257 1.30565 -6.32387 -0.29
C 2.26214 0.18052 -3.81291 1.05
H 3.35806 0.08054 -3.75572 -0.11
C 1.87664 2.46779 -1.88677 0.10
I 1.38450 -1.57141 1.53466 0.34
```

Summary:
Lowest unoccupied orbital energy (spin up / spin down) (eV): 4.0 / 1.8
Frontier orbital gap (spin up / spin down) (eV): 1.470 / 5.338
HOMO (spin up / spin down) (eV): 2.527 / -3.488
Spin multiplicity: 5
Net charge: -2


No. 5
This record from the Open Molecules 2025 dataset describes one molecule with the formula C4H5NO in a non-equilibrium geometry. The level of theory is ωB97M-V/def2-TZVPD.

```
11
Properties=species:S:1:pos:R:3:nbo_charge:R:1
C 2.52597 0.46961 -0.37362 -0.29
C 1.51240 -0.11339 -0.06756 -0.03
C 0.31087 -0.79924 0.19039 -0.61
C -0.92339 -0.21107 0.08324 0.58
N -1.24020 1.06960 0.32774 -0.79
O -1.92506 -1.02595 -0.29462 -0.66
H 3.41866 0.98544 -0.63366 0.23
H 0.31839 -1.78144 0.65229 0.24
H -2.12625 1.47287 0.06699 0.41
H -0.52183 1.65627 0.72059 0.42
H -1.34956 -1.72270 -0.67178 0.50
```

Summary:
Lowest unoccupied orbital energy (eV): 0.8
Frontier orbital gap (eV): 8.305
SMILES: C#C/C=C(\N)O
HOMO (eV): -7.522


No. 6
This record from the Open Molecules 2025 dataset describes one molecule with the formula C4H6FN in a non-equilibrium geometry. The level of theory is ωB97M-V/def2-TZVPD.

```
12
Properties=species:S:1:pos:R:3:nbo_charge:R:1
C -1.18949 0.47106 -0.54289 -0.61
C -0.50220 -0.06726 0.77041 -0.41
C 0.92935 -0.59627 0.29761 0.13
F 0.63087 -1.70190 -0.41166 -0.33
C 1.72104 0.36919 -0.58463 0.22
N 2.25650 1.18446 -1.20467 -0.29
H -0.52319 0.08773 -1.32109 0.22
H -1.33173 1.49952 -0.46132 0.22
H -2.18041 -0.14845 -0.51558 0.22
H -0.42493 0.65409 1.59789 0.21
H -0.98703 -0.98310 1.15200 0.22
H 1.60121 -0.76907 1.22393 0.21
```

Summary:
Lowest unoccupied orbital energy (eV): 0.9
Frontier orbital gap (eV): 12.436
SMILES: CC[C@@H](F)C#N
HOMO (eV): -11.557


What did we get for energy relative to the best compared isomer or geometry (same formula, charge and spin)? Answer: 0.0 15.7 0.0 3.6 57.7 19.2 kcal per mole, in the order shown.